No. 1
ORCA calculation (ωB97M-V/def2-TZVPD) on C6H6F6MgN2O10PS2 as an isolated structure.

HOMO energy: 0.078 Ha
DFT total energy: -3030.9122 Eh
charge: -3

Each line ends with the Mulliken charge.
Cartesian coordinates (Å):
F  6.27  2.30  -0.26  -0.2171
F  6.55  4.37  0.52  -0.2321
P  1.50  -3.96  1.41  0.6305
N  1.06  -2.20  -3.94  -0.2822
C  5.77  3.31  0.46  0.5811
S  4.10  3.87  -0.30  1.0562
S  -4.31  -1.34  -1.52  1.0359
O  -3.22  -0.40  -1.21  -0.6328
O  0.80  -4.83  0.33  -0.6053
H  0.49  -5.25  -4.81  0.2537
O  3.13  2.76  -0.19  -0.5821
H  -1.99  4.56  5.62  0.2539
Mg  0.57  -0.30  0.04  0.2541
F  5.55  2.91  1.71  -0.2242
C  0.67  -3.13  -4.48  0.2423
O  3.62  5.02  0.51  -0.6958
H  0.35  -4.27  -6.26  0.2557
C  -5.90  -0.79  -0.61  0.5534
O  0.24  -3.16  1.19  -0.2527
C  -1.05  4.03  5.52  -0.7311
F  -6.90  -1.60  -0.92  -0.2368
O  2.15  -2.56  1.20  -0.3941
N  -0.85  2.29  3.57  -0.2596
H  -0.66  3.68  6.48  0.2497
F  -6.27  0.42  -1.13  -0.2519
O  4.35  4.16  -1.70  -0.6798
C  -0.99  3.05  4.43  0.2401
O  0.65  -4.38  2.61  -0.5553
F  -5.77  -0.79  0.71  -0.2181
O  -4.07  -2.67  -0.98  -0.6564
H  -0.95  -4.28  -5.06  0.2308
C  0.13  -4.30  -5.20  -0.7025
O  -4.68  -1.33  -2.89  -0.6688
H  -0.38  4.81  5.17  0.2411

No. 2
ORCA calculation (ωB97M-V/def2-TZVPD) on an isolated ion of composition C6H6FN2O3S and charge -1.

HOMO energy (spin up / spin down): -0.130 / -0.130 Ha
energy above the lowest of the compared OMol25 structures with the same formula, charge and spin: 57.8 kcal per mole
DFT total energy: -1065.4359 Eh
charge: -1
structure (SMILES): CN=C=CC(=O)N(CF)C(=O)S[O-]

Each line ends with the Mulliken charge.
Cartesian coordinates (Å):
O  -1.05  2.94  0.85  -0.6179
C  -0.38  0.29  0.64  0.2188
H  2.08  2.13  0.95  0.2890
N  2.36  0.61  -0.51  -0.4558
C  0.69  -1.16  -1.22  -1.0363
N  -1.01  -1.15  0.34  0.0799
H  1.36  2.37  -0.65  0.2251
H  -2.28  -2.41  0.09  0.3542
H  1.17  -1.62  -2.09  0.3167
C  2.28  1.99  -0.10  -0.6545
C  -0.37  -1.91  -0.64  0.9220
C  1.34  -0.05  -0.74  0.6900
S  -0.74  1.84  -0.18  0.0760
H  3.15  2.59  -0.35  0.2952
F  -2.57  -1.83  2.00  -0.3204
H  -3.08  -0.61  0.45  0.2006
C  -2.31  -1.51  0.68  -0.3892
O  0.29  0.34  1.61  -0.4844
O  -0.94  -2.84  -1.14  -0.7090

No. 3
ORCA calculation (ωB97M-V/def2-TZVPD) on C6H6HgO2 as an isolated structure.

HOMO energy: -0.645 Ha
energy above the lowest of the compared OMol25 structures with the same formula, charge and spin: 63.1 kcal per mole
DFT total energy: -535.1291 Eh
charge: +2

Each line ends with the Mulliken charge.
Cartesian coordinates (Å):
H  -1.16  2.24  -1.50  0.5359
C  0.36  1.25  -2.44  -0.6665
H  -0.08  3.20  0.68  0.3180
H  1.44  1.12  -2.32  0.2664
O  0.67  -1.23  0.38  -0.6284
C  -0.46  1.41  -1.39  -0.2326
H  1.45  0.04  1.65  0.3607
C  0.33  2.24  0.99  -0.7283
H  0.06  1.60  -3.43  0.3149
Hg  -0.83  -2.34  0.50  1.5802
H  1.08  2.27  1.79  0.2719
O  -2.09  -0.93  -0.16  -0.4176
C  0.13  1.11  0.27  0.4599
C  0.92  -0.06  0.69  0.1604
C  -2.07  0.25  -0.23  0.4052

No. 4
ORCA calculation (ωB97M-V/def2-TZVPD) on C6H6IN2S2 as an isolated structure.

HOMO energy (spin up / spin down): -0.448 / -0.448 Ha
energy above the lowest of the compared OMol25 structures with the same formula, charge and spin: 73.3 kcal per mole
DFT total energy: -1435.3736 Eh
charge: +1

Each line ends with the Mulliken charge.
Cartesian coordinates (Å):
N  -0.05  -0.87  -0.46  0.5037
C  -0.29  -3.16  0.43  -0.8777
H  0.73  -3.46  0.02  0.2943
S  -2.42  -0.62  0.97  -0.1978
C  -0.59  -1.81  0.00  0.3154
C  -1.93  0.77  0.57  0.5885
N  -0.06  0.28  -0.80  -0.8339
H  2.39  2.37  0.17  0.4883
H  0.40  3.31  -0.35  0.4270
S  -1.76  2.40  0.39  -0.0040
H  -0.54  -3.13  1.53  0.2728
I  3.23  -0.15  0.09  0.1074
C  1.91  1.46  0.11  -0.8794
C  -0.25  2.51  -0.64  -0.6374
H  -0.99  -3.92  0.14  0.3676
C  0.67  1.33  -0.43  0.7210
H  -0.44  2.69  -1.75  0.3443

No. 5
ORCA calculation (ωB97M-V/def2-TZVPD) on an isolated ion of composition C6H6IO4 and charge -1.

HOMO energy: -0.135 Ha
energy above the lowest of the compared OMol25 structures with the same formula, charge and spin: 0.0 kcal per mole
DFT total energy: -830.9568 Eh
charge: -1
structure (SMILES): CC1(C)OC(=O)C(I)=C([O-])O1

Each line ends with the Mulliken charge.
Cartesian coordinates (Å):
H  2.42  -0.96  -1.21  0.2749
O  -0.07  1.24  -0.51  -0.4063
O  -0.02  -1.09  -0.53  -0.4027
C  -1.34  -1.21  -0.18  0.4518
C  -1.98  0.01  0.23  -0.4953
O  -1.84  -2.32  -0.23  -0.6961
C  1.82  0.07  -1.14  -1.4575
H  0.04  -0.17  1.87  0.3565
C  0.99  -0.04  1.30  -1.5547
O  -1.90  2.40  -0.02  -0.6594
H  2.46  0.96  -0.87  0.3232
H  1.44  -1.06  1.50  0.3188
H  1.47  0.80  1.66  0.4441
C  -1.37  1.32  -0.11  0.5089
C  0.67  0.03  -0.14  1.5597
I  -4.01  0.02  0.48  0.0435
H  1.21  -0.01  -2.09  0.3906

No. 6
ORCA calculation (ωB97M-V/def2-TZVPD) on C6H6LiO2V as an isolated structure.

HOMO energy (spin up / spin down): -0.572 / -0.574 Ha
expectation value of S²: 6.00
energy above the lowest of the compared OMol25 structures with the same formula, charge and spin: 55.6 kcal per mole
DFT total energy: -1333.3957 Eh
multiplicity: 5
charge: +2

Each line ends with the Mulliken charge.
Cartesian coordinates (Å):
C  0.81  -1.89  -0.73  -0.4138
H  -1.27  0.98  -1.41  0.3526
V  4.16  0.77  -1.06  0.8754
H  1.53  -1.91  -1.77  0.2460
C  -1.54  2.01  0.41  -0.8994
C  1.79  -1.06  -0.45  0.6453
C  -1.09  -0.78  1.50  0.9065
O  -1.10  -1.05  2.61  -0.2124
Li  1.03  1.56  0.49  0.8579
O  2.16  0.08  -0.19  -0.7077
H  -1.57  -1.23  -0.43  0.3528
H  -1.74  2.96  -0.08  0.2997
C  -1.30  0.90  -0.32  -0.4371
H  0.77  -2.86  -0.24  0.4343
H  -1.60  2.00  1.51  0.3384
C  -1.04  -0.47  0.16  -0.6385

No. 7
ORCA calculation (ωB97M-V/def2-TZVPD) on a 2-piece molecular cluster, C6H6N overall.

HOMO energy: -0.485 Ha
energy above the lowest of the compared OMol25 structures with the same formula, charge and spin: 156.4 kcal per mole
DFT total energy: -286.3861 Eh
charge: +1

Each line ends with the Mulliken charge.
Cartesian coordinates (Å):
C  -0.36  2.24  0.67  -0.4585
H  0.61  0.40  -1.07  0.3837
C  1.94  -2.54  -0.49  0.1728
H  -1.82  -0.06  -0.95  0.2663
H  -1.56  -1.72  -0.21  0.3029
H  2.68  -3.25  -0.68  0.4676
N  1.30  -1.54  -0.47  -0.0321
C  -0.29  -0.02  0.80  -0.2377
C  -1.09  -0.69  -0.23  -0.4507
H  -0.25  -0.23  1.81  0.4317
C  0.43  -0.50  -0.39  -0.1109
C  -0.59  3.48  0.72  -0.1223
H  -1.00  4.43  0.50  0.3874

No. 8
ORCA calculation (ωB97M-V/def2-TZVPD) on C6H6N as an isolated structure.

HOMO energy (spin up / spin down): -0.515 / -0.515 Ha
energy above the lowest of the compared OMol25 structures with the same formula, charge and spin: 115.6 kcal per mole
DFT total energy: -286.4511 Eh
charge: +1

Each line ends with the Mulliken charge.
Cartesian coordinates (Å):
H  0.28  3.10  1.17  0.2973
C  0.41  -1.84  0.05  0.4065
H  0.45  -1.66  -2.16  0.3255
H  -0.25  2.04  -0.30  0.1543
C  -0.10  -1.61  -1.25  -0.4856
C  -0.37  -0.24  -0.81  -0.5564
C  0.13  2.04  0.76  -0.0289
C  0.10  -0.21  0.45  0.7949
H  0.60  0.74  2.33  0.3767
C  0.40  -1.83  1.30  -0.8795
H  -1.08  -2.03  -1.55  0.2758
H  -0.81  0.59  -1.35  0.3398
N  0.23  0.91  1.36  -0.0203